{"formula": "C33H44NO2P2SSn", "method": "ωB97M-V with the def2-TZVPD basis set", "de_lowest_ev": 0.852, "lumo_energy_ev": -3.182, "total_charge": 1, "homo_lumo_gap_ev": 6.88, "elements": ["Sn", "C", "C", "C", "P", "C", "C", "C", "C", "C", "C", "C", "C", "C", "C", "N", "C", "C", "C", "C", "C", "C", "C", "P", "C", "C", "C", "C", "C", "C", "H", "H", "H", "H", "H", "H", "H", "H", "H", "H", "H", "H", "H", "H", "H", "H", "H", "H", "H", "H", "H", "H", "H", "H", "H", "H", "H", "H", "H", "H", "H", "H", "H", "H", "H", "H", "H", "H", "H", "H", "O", "C", "O", "C", "C", "C", "C", "C", "C", "S", "H", "H", "H", "H"], "positions_angstrom": [[0.334097, 0.057234, -0.206003], [3.978153, 1.137737, 1.143021], [3.042328, 2.355830, 1.117717], [3.493829, 3.445169, 2.102112], [1.293299, 1.868087, 1.327579], [0.216474, 3.348585, 1.394337], [0.132559, 3.927702, 2.809647], [0.652881, 4.389954, 0.359287], [1.069593, 0.845916, 2.767466], [2.012370, 0.608442, 3.780874], [1.764936, -0.308009, 4.778625], [2.760114, -0.565661, 5.880062], [0.559611, -1.023314, 4.719166], [-0.369660, -0.822963, 3.723276], [-0.138044, 0.138150, 2.725493], [-0.942854, 0.395133, 1.607271], [-2.301598, 0.089037, 1.607762], [-3.089591, 0.167542, 2.771620], [-4.428014, -0.152181, 2.748915], [-5.076396, -0.563881, 1.576846], [-6.540547, -0.917366, 1.577630], [-4.326834, -0.578240, 0.421836], [-2.964346, -0.229240, 0.412268], [-2.041745, -0.149178, -1.100950], [-2.539713, 1.333146, -2.064807], [-1.753173, 2.554571, -1.603523], [-4.043336, 1.608034, -2.000751], [-2.258929, -1.639473, -2.137100], [-2.148807, -2.895415, -1.270560], [-3.502687, -1.652659, -3.026221], [5.001176, 1.489550, 0.998682], [3.754982, 0.430337, 0.351431], [3.941043, 0.610012, 2.094377], [3.060480, 2.778165, 0.108178], [4.573598, 3.566015, 2.007265], [3.278872, 3.197124, 3.140462], [3.037547, 4.409748, 1.887665], [-0.764551, 2.954890, 1.137870], [1.084438, 4.333677, 3.147464], [-0.197979, 3.180828, 3.531088], [-0.593970, 4.742591, 2.809822], [1.583785, 4.877402, 0.651652], [-0.110581, 5.165845, 0.281270], [0.796747, 3.964791, -0.634296], [2.945340, 1.154366, 3.797558], [3.534717, 0.200041, 5.901050], [3.249252, -1.532419, 5.745015], [2.272744, -0.581077, 6.855436], [0.359048, -1.770818, 5.479440], [-1.271363, -1.419532, 3.697276], [-2.628309, 0.489221, 3.696141], [-4.998266, -0.081171, 3.669027], [-6.799868, -1.522259, 2.446679], [-6.812505, -1.477859, 0.683754], [-7.160852, -0.019207, 1.609194], [-4.813030, -0.851253, -0.507598], [-2.247630, 1.095105, -3.092717], [-1.988728, 2.788512, -0.563209], [-2.016374, 3.423894, -2.208298], [-0.675589, 2.404216, -1.703060], [-4.352524, 1.839295, -0.980628], [-4.644061, 0.772107, -2.356311], [-4.271263, 2.472372, -2.627588], [-1.378445, -1.589004, -2.780850], [-3.032166, -3.018029, -0.641903], [-1.271476, -2.879099, -0.622878], [-2.065169, -3.769811, -1.917601], [-4.420802, -1.785289, -2.453327], [-3.422801, -2.498489, -3.710691], [-3.596312, -0.753476, -3.634571], [2.389306, 0.226897, -1.465372], [1.810326, -0.678452, -2.112793], [0.572118, -0.553637, -2.399594], [2.381424, -2.050700, -2.138316], [3.057811, -2.656911, -3.182402], [3.482685, -3.971081, -3.052313], [3.212511, -4.671082, -1.885674], [2.519565, -4.071002, -0.843056], [2.098148, -2.749920, -0.955414], [1.241499, -2.080213, 0.472269], [3.255336, -2.099571, -4.089231], [4.022715, -4.447123, -3.859882], [3.538644, -5.698085, -1.782385], [2.309615, -4.627898, 0.061879]], "forces_ev_per_a": [[-0.53, 0.07, 0.30], [0.04, 0.06, 0.05], [0.06, -0.06, 0.00], [0.01, 0.02, -0.02], [0.44, 0.03, -0.21], [0.13, 0.14, 0.07], [-0.10, 0.02, -0.03], [-0.05, 0.02, 0.03], [0.17, -0.04, 0.21], [-0.11, 0.17, -0.16], [-0.05, -0.13, 0.11], [-0.05, 0.00, -0.05], [0.06, -0.01, 0.05], [-0.05, 0.03, -0.11], [-0.23, -0.02, 0.02], [0.02, -0.44, 0.29], [0.20, 0.12, 0.15], [0.04, -0.03, 0.00], [-0.01, 0.01, 0.01], [-0.08, 0.00, 0.06], [0.05, 0.02, 0.01], [0.08, 0.07, -0.04], [-0.22, -0.11, -0.03], [-0.11, 0.08, -0.15], [0.00, 0.02, -0.09], [-0.01, 0.02, 0.02], [0.00, 0.03, -0.06], [0.07, -0.12, -0.06], [-0.06, -0.03, -0.03], [-0.01, -0.01, 0.01], [-0.03, 0.00, -0.02], [-0.08, -0.04, -0.08], [0.04, 0.03, -0.05], [0.05, -0.03, -0.04], [-0.01, 0.01, 0.00], [0.02, -0.04, 0.02], [0.04, -0.04, 0.07], [-0.08, 0.00, -0.04], [0.03, 0.00, -0.01], [0.00, 0.00, -0.02], [0.02, 0.00, 0.01], [-0.11, -0.02, -0.05], [0.01, -0.03, 0.01], [-0.02, -0.04, -0.04], [-0.04, 0.04, 0.02], [-0.01, 0.00, -0.01], [-0.01, 0.01, -0.01], [0.00, 0.01, -0.02], [-0.01, 0.02, -0.02], [0.02, 0.00, 0.01], [-0.03, -0.02, -0.01], [0.02, 0.00, -0.02], [0.01, 0.00, -0.01], [0.01, 0.01, 0.00], [0.01, 0.00, 0.00], [0.03, 0.00, 0.00], [0.00, -0.02, 0.00], [0.00, 0.02, 0.01], [0.00, -0.01, 0.02], [0.04, 0.01, -0.02], [0.02, 0.01, -0.01], [0.02, 0.01, 0.02], [-0.01, -0.02, 0.01], [-0.01, 0.01, -0.02], [0.00, 0.00, 0.00], [0.02, 0.02, -0.01], [-0.03, 0.01, 0.01], [0.00, 0.01, 0.02], [-0.01, -0.01, 0.02], [0.02, -0.02, 0.00], [0.06, -0.02, -0.08], [0.09, 0.16, -0.04], [0.25, 0.01, -0.05], [-0.07, -0.02, 0.00], [0.01, 0.03, 0.06], [0.01, -0.02, 0.01], [-0.02, 0.00, 0.00], [0.03, 0.01, -0.04], [0.00, -0.01, 0.04], [0.06, 0.01, 0.00], [-0.01, -0.01, 0.02], [-0.02, 0.01, 0.01], [0.00, 0.03, 0.00], [0.00, 0.01, -0.03]]}

---

{"formula": "C5H17N2O3", "method": "ωB97M-V with the def2-TZVPD basis set", "de_lowest_ev": 2.113, "lumo_energy_ev": -2.761, "total_charge": 1, "homo_lumo_gap_ev": 11.29, "elements": ["N", "C", "C", "C", "C", "C", "N", "O", "H", "H", "H", "H", "H", "H", "H", "H", "H", "H", "H", "H", "H", "H", "H", "O", "H", "H", "O"], "positions_angstrom": [[1.473184, 0.991530, 0.456567], [0.139087, 0.202634, 0.228895], [0.226408, -0.522790, -1.048830], [1.310792, -1.574749, -1.059162], [0.411742, 0.471893, -2.244480], [-0.130265, -0.538249, 1.561061], [-1.368114, -0.886522, 1.861726], [0.911051, -0.748983, 2.185239], [1.217569, 1.804109, 1.016065], [1.699697, 1.164192, -0.516989], [2.080854, 0.421568, 1.115726], [-0.648677, 1.070516, 0.190698], [-0.779860, -0.932288, -1.453838], [0.924673, -2.625775, -1.573239], [1.542744, -1.767110, 0.002275], [2.318176, -1.235741, -1.648048], [-0.486611, 0.334933, -2.792614], [0.705020, 1.611914, -2.142148], [1.289618, 0.316128, -2.879782], [-2.006184, -0.820580, 1.084808], [-1.309656, -1.576009, 2.628746], [-3.920377, 0.117083, -1.511805], [-3.761800, -1.338784, -0.708306], [-3.396215, -0.479984, -1.036796], [0.780037, 1.466383, 3.053097], [0.359346, 2.981086, 2.860226], [0.417762, 2.093593, 2.370905]], "forces_ev_per_a": [[-1.14, -2.27, -0.33], [-1.87, 3.45, 1.89], [-1.05, -0.13, -3.24], [1.40, -2.41, -1.53], [1.79, 2.22, -0.10], [2.64, 0.57, -1.85], [1.21, -0.64, 0.83], [-0.94, -0.35, 1.10], [-0.04, 0.62, -0.01], [1.25, 0.30, 0.24], [-0.45, 0.25, -1.47], [1.26, -1.64, -0.25], [1.40, 0.16, 1.98], [1.18, 2.82, 1.36], [0.39, -0.54, -0.60], [-2.49, -0.86, 1.54], [-0.44, 0.81, -1.06], [-1.50, -1.70, 0.76], [-0.30, -1.21, -0.08], [-0.73, -0.36, 0.37], [-1.24, 0.37, -0.72], [-1.92, 0.53, -0.84], [-0.44, 1.67, -1.13], [2.46, -2.30, 2.08], [-0.52, 0.72, -0.77], [0.02, -1.84, -1.05], [0.08, 1.76, 2.88]]}